40
Properties=species:S:1:pos:R:3 method="wB97M-V/def2-TZVPD" spin_multiplicity=1 energy_ha=-5980.070156 charge=+1
Sn -0.9219 0.7893 -1.2621
Br 2.3116 2.0574 -1.7883
C 1.1171 3.3298 -1.0537
C 1.5629 4.5942 -0.7169
C 0.6368 5.4871 -0.1935
C -0.6796 5.0843 -0.0300
C -1.0186 3.7948 -0.3968
N -0.1344 2.9291 -0.9057
C -2.4525 3.2744 -0.2610
O -3.3414 4.0405 0.0215
O -2.5205 2.0125 -0.4933
H 2.5971 4.8640 -0.8685
H 0.9433 6.4877 0.0793
H -1.4445 5.7372 0.3632
Cl -1.9549 -6.7513 -0.3604
C -2.1354 -5.0726 -0.5058
C -3.4820 -4.4984 -0.3625
Cl -4.7800 -5.5469 -0.0711
C -3.6926 -3.1599 -0.4513
Cl -5.2396 -2.4686 -0.2592
C -2.5956 -2.2506 -0.7194
O -2.7296 -1.0450 -0.7880
C -1.1987 -2.8594 -0.9290
O -0.2928 -2.1172 -1.2302
C -1.0556 -4.2875 -0.7484
Cl 0.5221 -4.9395 -0.8929
C 2.9508 0.6550 1.8804
P 1.8754 -0.4015 0.8895
C 2.8625 -1.0693 -0.4649
C 1.3300 -1.8036 1.8894
O 0.6772 0.3848 0.3990
H 3.7142 0.0542 2.3746
H 2.3548 1.1850 2.6216
H 3.4296 1.3784 1.2213
H 3.6434 -1.7257 -0.0812
H 3.3163 -0.2505 -1.0219
H 2.1972 -1.6323 -1.1179
H 2.1654 -2.2735 2.4064
H 0.8712 -2.5276 1.2165
H 0.5912 -1.4590 2.6112

=====

37
Properties=species:S:1:pos:R:3 method="wB97M-V/def2-TZVPD" spin_multiplicity=1 energy_ha=-2104.029895
Pt 0.2366 -1.0937 0.7293
Cl 2.4934 4.7252 4.4769
C 2.1314 3.1716 3.7963
C 2.9139 2.0629 4.1797
C 2.6579 0.8244 3.6708
Cl 3.6109 -0.5280 4.1505
C 1.6009 0.5975 2.7344
O 1.4141 -0.5946 2.3031
C 0.8416 1.7411 2.3479
C -0.2326 1.6873 1.4277
O -0.6455 0.7292 0.7400
C 1.1185 3.0173 2.9068
H 3.7221 2.1926 4.8863
H -0.7829 2.6229 1.2816
H 0.5185 3.8679 2.6098
O 2.9224 -3.9067 0.2007
N 2.3103 -2.8706 0.2072
O 1.0887 -2.9107 0.7448
O 2.7104 -1.7969 -0.2265
C -3.3348 -2.6498 -1.4230
C -2.6577 -1.5384 -2.1574
C -3.2581 -0.8926 -3.2128
C -2.5896 0.1286 -3.8815
C -1.3113 0.5247 -3.5068
C -0.6738 -0.0329 -2.4161
C 0.7373 0.3672 -2.1147
C -1.3683 -1.0783 -1.6939
N -0.8781 -1.7138 -0.6465
H -4.1734 -3.0397 -1.9969
H -3.7080 -2.3014 -0.4584
H -2.6232 -3.4468 -1.2082
H -4.2435 -1.1990 -3.5395
H -3.0631 0.6069 -4.7299
H -0.7979 1.2827 -4.0846
H 1.1470 0.9272 -2.9541
H 1.3829 -0.4860 -1.9143
H 0.7826 1.0028 -1.2285

=====

Repeat the second record exactly.
37
Properties=species:S:1:pos:R:3 method="wB97M-V/def2-TZVPD" spin_multiplicity=1 energy_ha=-2104.029895
Pt 0.2366 -1.0937 0.7293
Cl 2.4934 4.7252 4.4769
C 2.1314 3.1716 3.7963
C 2.9139 2.0629 4.1797
C 2.6579 0.8244 3.6708
Cl 3.6109 -0.5280 4.1505
C 1.6009 0.5975 2.7344
O 1.4141 -0.5946 2.3031
C 0.8416 1.7411 2.3479
C -0.2326 1.6873 1.4277
O -0.6455 0.7292 0.7400
C 1.1185 3.0173 2.9068
H 3.7221 2.1926 4.8863
H -0.7829 2.6229 1.2816
H 0.5185 3.8679 2.6098
O 2.9224 -3.9067 0.2007
N 2.3103 -2.8706 0.2072
O 1.0887 -2.9107 0.7448
O 2.7104 -1.7969 -0.2265
C -3.3348 -2.6498 -1.4230
C -2.6577 -1.5384 -2.1574
C -3.2581 -0.8926 -3.2128
C -2.5896 0.1286 -3.8815
C -1.3113 0.5247 -3.5068
C -0.6738 -0.0329 -2.4161
C 0.7373 0.3672 -2.1147
C -1.3683 -1.0783 -1.6939
N -0.8781 -1.7138 -0.6465
H -4.1734 -3.0397 -1.9969
H -3.7080 -2.3014 -0.4584
H -2.6232 -3.4468 -1.2082
H -4.2435 -1.1990 -3.5395
H -3.0631 0.6069 -4.7299
H -0.7979 1.2827 -4.0846
H 1.1470 0.9272 -2.9541
H 1.3829 -0.4860 -1.9143
H 0.7826 1.0028 -1.2285